A molecular structure, C40H90As2B2F20N5 at a distorted geometry, computed with ωB97M-V/def2-TZVPD.

Geometry as XYZ:
```
159
Properties=species:S:1:pos:R:3
C -14.42 -17.97 18.35
C -15.60 -18.70 17.68
C -16.92 -18.22 18.31
N -18.22 -18.61 17.59
C -18.44 -20.08 17.65
C -19.37 -17.85 18.15
C -20.36 -17.85 16.97
C -19.55 -18.12 15.63
C -18.14 -18.11 16.15
H -14.16 -16.96 18.05
H -13.55 -18.60 18.09
H -14.49 -17.91 19.42
H -15.50 -19.76 17.91
H -15.55 -18.58 16.58
H -16.90 -17.11 18.34
H -16.99 -18.56 19.36
H -19.39 -20.24 17.21
H -18.45 -20.46 18.70
H -17.60 -20.50 17.13
H -19.67 -18.27 19.09
H -18.96 -16.84 18.30
H -21.19 -18.49 17.23
H -20.82 -16.88 16.92
H -19.75 -19.09 15.15
H -19.67 -17.32 14.92
H -17.53 -18.76 15.52
H -17.79 -17.09 16.11
C -26.90 -15.71 11.62
C -26.43 -15.27 13.01
C -27.48 -14.52 13.82
N -27.06 -14.19 15.30
C -26.09 -13.05 15.22
C -26.49 -15.32 16.05
C -26.65 -14.95 17.51
C -27.84 -13.97 17.59
C -28.29 -13.79 16.11
H -27.58 -16.55 11.66
H -25.95 -15.91 11.18
H -27.46 -14.93 11.10
H -25.55 -14.63 12.91
H -26.12 -16.19 13.52
H -28.36 -15.18 13.91
H -27.78 -13.57 13.37
H -26.68 -12.32 14.66
H -25.30 -13.37 14.54
H -25.70 -12.67 16.18
H -25.54 -15.52 15.62
H -27.16 -16.15 15.80
H -25.71 -14.65 17.98
H -26.83 -15.83 18.13
H -27.40 -13.09 18.07
H -28.63 -14.41 18.22
H -28.63 -12.78 15.79
H -29.02 -14.53 15.80
C -19.94 -20.25 11.50
C -21.24 -19.41 11.16
C -21.16 -18.02 11.80
N -22.23 -16.98 11.56
C -23.49 -17.35 12.21
C -22.39 -16.68 10.10
C -21.15 -15.90 9.77
C -20.86 -15.00 11.01
C -21.61 -15.66 12.12
H -18.97 -19.90 11.15
H -20.12 -21.23 11.07
H -19.87 -20.36 12.59
H -22.11 -19.94 11.60
H -21.42 -19.45 10.08
H -20.24 -17.52 11.57
H -21.18 -18.10 12.89
H -23.27 -17.79 13.19
H -23.96 -18.22 11.70
H -24.08 -16.45 12.41
H -23.35 -16.10 10.05
H -22.47 -17.61 9.50
H -21.30 -15.36 8.85
H -20.31 -16.55 9.51
H -21.27 -14.00 10.86
H -19.75 -15.05 11.21
H -22.44 -15.00 12.40
H -21.23 -15.89 13.09
C -19.42 -22.10 7.64
C -20.14 -21.70 6.37
C -21.46 -20.92 6.60
N -22.24 -20.54 5.32
C -23.10 -21.63 4.98
C -23.13 -19.39 5.64
C -22.24 -18.19 5.62
C -21.07 -18.63 4.70
C -21.42 -20.03 4.19
H -20.11 -22.72 8.24
H -19.07 -21.20 8.11
H -18.63 -22.80 7.39
H -20.41 -22.60 5.79
H -19.45 -21.11 5.77
H -21.21 -19.91 7.01
H -22.15 -21.35 7.34
H -23.70 -21.44 4.11
H -23.66 -21.87 5.90
H -22.49 -22.50 4.62
H -23.80 -19.31 4.81
H -23.69 -19.69 6.50
H -22.84 -17.35 5.26
H -21.89 -17.90 6.61
H -21.06 -17.94 3.90
H -20.10 -18.56 5.23
H -22.12 -19.97 3.34
H -20.54 -20.62 3.93
C -22.16 -8.15 10.32
C -21.44 -9.39 9.68
C -22.43 -10.09 8.81
N -21.95 -11.34 8.11
C -23.11 -11.98 7.43
C -21.37 -12.30 9.11
C -19.85 -12.06 9.10
C -19.49 -11.39 7.71
C -20.85 -10.98 7.10
H -23.13 -8.50 10.69
H -22.30 -7.35 9.59
H -21.60 -7.79 11.18
H -21.16 -10.02 10.50
H -20.51 -9.05 9.18
H -22.73 -9.51 7.91
H -23.37 -10.26 9.33
H -22.75 -12.83 6.83
H -23.60 -11.25 6.76
H -23.81 -12.36 8.19
H -21.61 -13.33 8.78
H -21.91 -12.14 10.05
H -19.26 -12.98 9.29
H -19.57 -11.31 9.84
H -19.06 -12.09 6.99
H -18.81 -10.53 7.91
H -21.06 -11.63 6.23
H -20.93 -9.89 6.92
As -20.25 -14.92 5.59
F -20.31 -14.01 7.19
F -22.10 -14.98 5.77
F -20.44 -15.79 4.07
F -18.55 -15.04 5.54
F -20.28 -16.47 6.58
F -20.37 -13.34 4.73
As -17.10 -16.91 12.50
F -18.77 -17.71 12.88
F -17.00 -16.93 14.27
F -15.56 -16.23 12.33
F -17.45 -17.04 10.79
F -17.99 -15.33 12.55
F -16.48 -18.60 12.58
B -24.25 -12.21 11.45
F -24.88 -12.54 10.20
F -23.28 -13.23 11.78
F -23.66 -10.94 11.33
F -25.20 -12.24 12.53
B -23.66 -17.00 15.50
F -23.58 -15.75 14.76
F -23.67 -16.74 16.93
F -24.81 -17.74 14.99
F -22.47 -17.85 15.16
```

Charge: +1
M in g mol⁻¹: 1192.62

Results of the Löwdin charge analysis, in e, for atoms 1 through 99: -0.092, -0.217, -0.127, -0.280, 0.037, -0.096, -0.126, -0.131, -0.143, 0.077, 0.084, 0.066, 0.105, 0.122, 0.136, 0.145, 0.100, 0.130, 0.100, 0.134, 0.135, 0.108, 0.110, 0.116, 0.094, 0.127, 0.132, -0.065, -0.238, -0.076, -0.280, 0.033, -0.121, -0.149, -0.125, -0.077, 0.077, 0.051, 0.086, 0.092, 0.101, 0.134, 0.140, 0.102, 0.094, 0.128, 0.083, 0.151, 0.120, 0.120, 0.112, 0.123, 0.147, 0.120, -0.073, -0.182, -0.145, -0.239, -0.004, -0.091, -0.140, -0.108, -0.070, 0.073, 0.055, 0.067, 0.112, 0.082, 0.090, 0.120, 0.075, 0.128, 0.087, 0.151, 0.124, 0.074, 0.120, 0.080, 0.117, 0.107, 0.127, -0.082, -0.229, -0.083, -0.315, -0.026, -0.125, -0.147, -0.124, -0.070, 0.090, 0.074, 0.083, 0.111, 0.109, 0.134, 0.143, 0.110, 0.121



6 unconnected molecules or ions with the total composition C40H90FN5 at a distorted geometry, computed with ωB97M-V/def2-TZVPD.

Geometry as XYZ:
```
136
Properties=species:S:1:pos:R:3
F -0.29 0.84 1.26
C -6.03 -3.23 -6.93
C -4.93 -3.16 -5.77
C -3.50 -3.34 -6.40
N -2.35 -3.38 -5.32
C -2.43 -4.70 -4.56
C -2.30 -2.14 -4.37
C -0.90 -1.82 -3.87
C -0.08 -2.80 -4.82
C -0.92 -3.38 -5.90
H -6.11 -4.26 -7.28
H -5.90 -2.66 -7.85
H -6.99 -3.04 -6.44
H -5.03 -3.82 -4.91
H -5.01 -2.20 -5.26
H -3.25 -2.48 -7.03
H -3.44 -4.27 -6.96
H -2.21 -5.56 -5.20
H -3.41 -4.79 -4.09
H -1.75 -4.53 -3.73
H -3.14 -2.32 -3.70
H -2.68 -1.36 -5.03
H -0.81 -1.99 -2.80
H -0.61 -0.80 -4.13
H 0.38 -3.53 -4.15
H 0.73 -2.33 -5.36
H -0.68 -4.40 -6.18
H -0.92 -2.73 -6.77
C 4.48 2.90 5.32
C 3.00 3.31 5.51
C 2.31 4.07 4.36
N 0.94 4.61 4.79
C 0.17 5.16 3.60
C 1.03 5.87 5.87
C 0.09 5.53 6.93
C -0.95 4.51 6.36
C -0.16 3.64 5.39
H 5.08 2.95 6.23
H 4.85 3.74 4.73
H 4.80 1.95 4.87
H 3.03 3.87 6.44
H 2.43 2.41 5.75
H 2.24 3.41 3.49
H 2.71 5.02 4.01
H 0.08 4.33 2.90
H 0.83 5.94 3.22
H -0.66 5.80 3.87
H 0.83 6.81 5.35
H 2.08 5.90 6.16
H -0.33 6.35 7.52
H 0.66 4.96 7.67
H -1.67 5.05 5.74
H -1.39 3.96 7.19
H -0.81 3.13 4.68
H 0.41 2.90 5.95
C 7.94 -2.03 -5.55
C 7.33 -1.81 -4.17
C 7.60 -0.29 -3.66
N 6.97 0.13 -2.30
C 7.67 -0.58 -1.06
C 5.43 -0.11 -2.32
C 4.73 0.97 -1.50
C 5.75 2.06 -1.37
C 7.08 1.65 -2.16
H 7.58 -2.99 -5.93
H 9.03 -1.96 -5.63
H 7.44 -1.30 -6.17
H 7.62 -2.46 -3.35
H 6.24 -1.85 -4.20
H 7.36 0.43 -4.45
H 8.66 -0.14 -3.50
H 7.33 -0.29 -0.07
H 8.71 -0.23 -1.15
H 7.77 -1.64 -1.27
H 5.22 -1.09 -1.90
H 5.04 -0.31 -3.32
H 4.49 0.59 -0.50
H 3.74 1.32 -1.80
H 5.92 2.26 -0.31
H 5.50 3.08 -1.66
H 8.00 2.04 -1.72
H 7.25 2.00 -3.18
C -2.51 4.56 -2.15
C -3.84 3.70 -2.28
C -4.05 2.95 -0.96
N -5.57 2.47 -0.86
C -6.04 1.70 -2.04
C -6.60 3.62 -0.54
C -7.04 3.52 0.95
C -6.95 1.95 1.18
C -5.66 1.49 0.43
H -1.75 3.78 -2.07
H -2.48 5.27 -1.33
H -2.28 4.96 -3.14
H -3.78 2.90 -3.02
H -4.71 4.24 -2.66
H -3.71 3.54 -0.10
H -3.38 2.10 -1.07
H -5.30 0.91 -2.14
H -6.02 2.29 -2.95
H -7.03 1.31 -1.77
H -7.48 3.54 -1.19
H -6.03 4.55 -0.56
H -8.01 3.99 1.11
H -6.41 4.13 1.59
H -7.72 1.27 0.81
H -6.93 1.71 2.24
H -5.73 0.47 0.05
H -4.74 1.69 0.99
C 3.37 -3.77 3.97
C 1.90 -3.97 4.29
C 0.90 -3.37 3.28
N -0.54 -3.82 3.48
C -1.01 -3.12 4.75
C -0.70 -5.35 3.67
C -2.16 -5.54 3.29
C -2.44 -4.58 2.21
C -1.37 -3.50 2.28
H 3.91 -3.16 4.69
H 3.47 -3.25 3.01
H 3.84 -4.75 4.00
H 1.68 -3.41 5.20
H 1.66 -5.00 4.57
H 1.11 -3.69 2.26
H 0.85 -2.28 3.34
H -1.04 -2.03 4.66
H -0.47 -3.32 5.67
H -2.05 -3.44 4.76
H -0.51 -5.64 4.70
H -0.01 -5.86 3.00
H -2.85 -5.21 4.07
H -2.30 -6.58 3.00
H -3.45 -4.17 2.25
H -2.38 -5.18 1.30
H -1.79 -2.49 2.34
H -0.79 -3.37 1.37
```

Charge: +4
Energy above the lowest of the compared OMol25 structures with the same formula, charge and spin in kJ/mol: 433.9
M in g mol⁻¹: 660.19

Results of the Löwdin charge analysis, in e, for atoms 1 through 99: -0.963, -0.056, -0.199, -0.075, -0.245, 0.031, -0.097, -0.096, -0.159, -0.115, 0.075, 0.083, 0.076, 0.092, 0.088, 0.129, 0.137, 0.120, 0.096, 0.105, 0.126, 0.128, 0.116, 0.117, 0.115, 0.123, 0.140, 0.142, -0.081, -0.217, -0.101, -0.204, -0.008, -0.053, -0.154, -0.128, -0.089, 0.081, 0.072, 0.074, 0.107, 0.100, 0.141, 0.132, 0.115, 0.100, 0.110, 0.130, 0.123, 0.137, 0.121, 0.107, 0.128, 0.134, 0.111, -0.081, -0.202, -0.095, -0.218, 0.070, -0.093, -0.158, -0.139, -0.060, 0.085, 0.092, 0.081, 0.098, 0.086, 0.125, 0.130, 0.112, 0.101, 0.094, 0.125, 0.123, 0.115, 0.126, 0.111, 0.118, 0.134, 0.120, -0.060, -0.240, -0.102, -0.221, -0.015, -0.067, -0.111, -0.127, -0.049, 0.074, 0.081, 0.078, 0.097, 0.106, 0.132, 0.133, 0.103



E_HOMO, record by record: -12.69 -14.06 eV
LUMO energy, record by record: -1.785 -7.196 eV
Orbital gap, record by record: 10.908 6.868 eV